# 1
Here is a molecular structure, C27H21F5O4PPdS from the OMol25 dataset. Energies are from ωB97M-V/def2-TZVPD.

## Properties
- energy relative to the best compared isomer or geometry (same formula, charge and spin) (kJ/mol) = 11.7
- total charge = -1
- HOMO energy (eV) = -5.151
- frontier orbital gap (eV) = 7.68
- E_tot (eV) = -73723.191

Positions of all 60 atoms, in Å:
1 Pd -1.16181 0.46928 -0.74581
2 O -1.43083 -2.77694 -3.62715
3 S -1.10765 -2.00894 -2.45180
4 O -0.72054 -0.59750 -2.74754
5 O -2.07922 -2.06247 -1.37067
6 C 0.34436 -2.78452 -1.74701
7 C 0.58464 -4.10243 -2.11335
8 C 1.66893 -4.78646 -1.58963
9 C 2.52903 -4.14744 -0.70966
10 C 2.27897 -2.83662 -0.33896
11 C 1.17160 -2.14827 -0.83405
12 P 0.83751 -0.43288 -0.28850
13 C 2.16552 0.46045 -1.18138
14 C 1.90515 1.02294 -2.42892
15 C 2.92192 1.64819 -3.13522
16 C 4.20221 1.72711 -2.60887
17 C 4.46875 1.17278 -1.36569
18 C 3.45673 0.54279 -0.65773
19 C 1.32847 -0.42613 1.46699
20 C 0.97959 -1.50620 2.27681
21 C 1.10816 -1.42369 3.65501
22 C 1.57707 -0.25852 4.24364
23 C 1.91258 0.82711 3.44692
24 C 1.78271 0.74640 2.06930
25 H -0.08393 -4.56580 -2.82561
26 H 1.84855 -5.81498 -1.87677
27 H 3.39129 -4.66690 -0.31098
28 H 2.94750 -2.34199 0.35480
29 H 0.90855 0.96601 -2.84484
30 H 2.70498 2.08150 -4.10340
31 H 4.98976 2.22172 -3.16386
32 H 5.46456 1.23094 -0.94359
33 H 3.67992 0.11133 0.30931
34 H 0.57612 -2.40734 1.83238
35 H 0.81916 -2.26598 4.27070
36 H 1.66150 -0.18909 5.32083
37 H 2.25394 1.75023 3.89859
38 H 2.00650 1.61527 1.46136
39 C -4.71402 0.79687 -0.46759
40 C -3.83979 1.13369 -1.67607
41 C -4.54723 2.11971 -2.60071
42 O -2.62851 1.69986 -1.27614
43 H -5.65447 0.32275 -0.76548
44 H -4.93833 1.71042 0.09056
45 H -4.17974 0.11296 0.19521
46 H -3.68113 0.19797 -2.24039
47 H -4.73495 3.05268 -2.06221
48 H -5.50068 1.72154 -2.95933
49 H -3.91249 2.34352 -3.45907
50 F -2.12090 -0.79225 1.97598
51 C -1.77797 0.49852 2.13306
52 C -1.33426 1.24179 1.05153
53 C -0.96918 2.55022 1.32094
54 F -0.45627 3.32936 0.35523
55 C -1.04806 3.10126 2.58791
56 F -0.65722 4.36598 2.81994
57 C -1.49619 2.32915 3.64336
58 F -1.55996 2.84549 4.88075
59 C -1.86165 1.01678 3.41527
60 F -2.27925 0.25874 4.44156


# 2
Here is 2 unconnected molecules or ions with the total composition C27H21FO3S from the OMol25 dataset. Energies are from ωB97M-V/def2-TZVPD.

## Properties
- HOMO energy (eV) = -8.537
- frontier orbital gap (eV) = 7.64
- E_tot (eV) = -48031.319

Positions of all 53 atoms, in Å:
1 C 5.96722 1.20236 1.58569
2 C 4.79928 1.22880 2.34821
3 C 3.54722 1.29937 1.73431
4 C 3.46915 1.21303 0.34089
5 S 1.90292 1.29686 -0.56931
6 C 0.86646 0.05008 0.23462
7 C 0.34345 0.53385 1.57457
8 O 0.83707 0.19503 2.67140
9 C -0.88888 1.39611 1.59104
10 C -1.51542 1.80532 0.38280
11 C -2.79001 2.40177 0.38767
12 C -3.47630 2.54226 1.61264
13 C -2.85225 2.11745 2.82383
14 C -1.56338 1.56078 2.82290
15 O 1.34293 2.62143 -0.38070
16 O 2.26119 0.84103 -1.89794
17 C 4.63227 1.19828 -0.43266
18 C 5.86934 1.12268 0.19521
19 H 6.94161 1.26870 2.06840
20 H 4.85070 1.21809 3.43214
21 H 2.64328 1.40639 2.33539
22 H 1.66285 -0.68536 0.48373
23 H -0.90690 1.64255 -0.51613
24 H -3.25565 2.69990 -0.56343
25 H -4.44979 3.06044 1.62907
26 H -3.38927 2.18100 3.78887
27 H -1.03087 1.25077 3.76294
28 H 4.56161 1.26446 -1.52368
29 H 6.75711 1.02696 -0.41565
30 F -5.27650 -1.64081 -1.35398
31 C -4.22161 -1.62028 -0.46750
32 C -4.50098 -1.53645 0.89323
33 C -3.42551 -1.45287 1.79116
34 C -2.11794 -1.50635 1.32747
35 C -1.81693 -1.49472 -0.05802
36 C -0.40806 -1.41795 -0.42312
37 C -0.04923 -1.42800 -1.81913
38 C 0.95323 -2.37027 -2.18424
39 C 0.84220 -2.91674 -3.46337
40 C -0.06391 -2.37232 -4.39872
41 C -0.77590 -1.19875 -4.09526
42 C -0.66579 -0.63966 -2.81655
43 C -2.91504 -1.57809 -0.95978
44 H -5.52465 -1.45817 1.24330
45 H -3.60181 -1.32571 2.86423
46 H -1.26865 -1.50782 2.02591
47 H 0.19607 -2.03486 0.25863
48 H 1.65931 -2.76386 -1.42163
49 H 1.45343 -3.78434 -3.71521
50 H -0.24015 -2.87147 -5.36175
51 H -1.45636 -0.75455 -4.82978
52 H -1.18170 0.27953 -2.51205
53 H -2.73049 -1.56587 -2.03064


# 3
Here is a molecular structure, C27H21N2O7Pd from the OMol25 dataset. Energies are from ωB97M-V/def2-TZVPD.

## Properties
- energy relative to the best compared isomer or geometry (same formula, charge and spin) (kJ/mol) = 98.7
- total charge = -1
- multiplicity = 3
- HOMO energy (spin up / spin down) (eV) = -4.925 / -4.927
- frontier orbital gap (spin up / spin down) (eV) = 6.07 / 5.58
- E_tot (eV) = -49134.526

Positions of all 58 atoms, in Å:
1 Pd 0.30527 -0.68234 0.88453
2 O -6.02253 -3.94404 0.87423
3 C -5.00503 -4.61394 0.82073
4 O -4.77183 -5.81324 0.82083
5 C -3.66233 -3.71904 0.70153
6 C -2.42233 -4.33224 0.64963
7 C -1.29293 -3.53884 0.50303
8 N -1.37413 -2.22204 0.42243
9 C -2.55213 -1.62554 0.50433
10 C -3.73833 -2.34234 0.62393
11 C -2.54423 -0.07854 0.47423
12 O -3.49573 0.49936 -0.02917
13 O -1.51813 0.45116 0.97683
14 H -2.33613 -5.40554 0.71903
15 H -0.29933 -3.96894 0.44173
16 H -4.67833 -1.81564 0.66043
17 O 1.70907 -1.99984 4.39833
18 C 1.36677 -1.57174 3.30683
19 O 0.19507 -1.28004 2.92623
20 C 2.45817 -1.34714 2.24723
21 C 3.73367 -0.91934 2.63053
22 C 4.70837 -0.78494 1.67413
23 C 4.41017 -1.11984 0.33593
24 C 5.35287 -1.01954 -0.70467
25 C 5.01127 -1.34724 -1.99117
26 C 3.72457 -1.80894 -2.28787
27 C 2.78197 -1.92364 -1.29757
28 C 3.09517 -1.56064 0.02283
29 N 2.13587 -1.64814 0.98613
30 H 3.90357 -0.69334 3.67173
31 H 5.70257 -0.44184 1.91893
32 H 6.34587 -0.66454 -0.46347
33 H 5.74327 -1.26704 -2.78267
34 H 3.47497 -2.07964 -3.30377
35 H 1.77667 -2.25744 -1.51407
36 C -1.76353 5.87716 0.23373
37 C -1.34583 4.55556 -0.33627
38 C -2.08943 3.93986 -1.33497
39 C -1.77033 2.68456 -1.81217
40 C -2.66203 2.05956 -2.84107
41 C -0.65223 2.00246 -1.27327
42 C -0.43933 0.62776 -1.63317
43 O 0.44027 -0.13864 -1.19967
44 C 0.14877 2.64766 -0.29697
45 C 1.34197 1.98406 0.31003
46 C -0.22203 3.90456 0.15103
47 H -2.50843 6.35966 -0.39547
48 H -0.90733 6.54116 0.34653
49 H -2.20243 5.73446 1.22173
50 H -2.96653 4.44376 -1.71547
51 H -3.35463 2.79686 -3.24057
52 H -3.24443 1.27186 -2.36387
53 H -2.09443 1.63326 -3.66577
54 H -1.17303 0.20676 -2.33547
55 H 2.01567 1.58486 -0.45247
56 H 0.98197 1.10626 0.93773
57 H 1.88667 2.67906 0.94733
58 H 0.35917 4.38386 0.92643


# 4
Here is a molecular structure, C27H22Cl2N6O3ReS from the OMol25 dataset. Energies are from ωB97M-V/def2-TZVPD.

## Properties
- total charge = +2
- multiplicity = 2
- HOMO energy (spin up / spin down) (eV) = -13.220 / -13.244
- frontier orbital gap (spin up / spin down) (eV) = 5.72 / 6.16
- E_tot (eV) = -81438.817

Positions of all 62 atoms, in Å:
1 Re 0.52376 0.18050 -0.45946
2 Cl -3.55522 4.95120 2.31775
3 C -2.88371 3.78305 1.26133
4 C -1.72558 3.13954 1.63302
5 C -1.16739 2.18453 0.77189
6 N 0.00427 1.45665 0.96695
7 C 0.76116 1.50670 2.14551
8 O 0.49042 2.11897 3.14282
9 C 2.02834 0.70148 2.02801
10 C 2.89772 0.63309 3.09683
11 C 4.09150 -0.05716 2.93812
12 C 4.38531 -0.61375 1.70371
13 C 3.46302 -0.49748 0.67960
14 N 2.28567 0.11618 0.84139
15 C -1.79577 1.90960 -0.46285
16 C -2.97696 2.56800 -0.82824
17 C -3.51866 3.49258 0.02935
18 Cl -4.97160 4.28889 -0.40727
19 N -1.13839 0.95221 -1.21546
20 C -1.29865 0.77597 -2.59853
21 O -1.74208 1.60058 -3.35799
22 C -0.77034 -0.55733 -3.02857
23 C -1.25336 -1.15457 -4.17104
24 C -0.83022 -2.44283 -4.47436
25 C 0.06396 -3.06304 -3.62028
26 C 0.52610 -2.37876 -2.50748
27 N 0.12794 -1.13894 -2.20383
28 H -1.27000 3.37128 2.58036
29 H 2.62941 1.13381 4.01669
30 H 4.79002 -0.14016 3.75986
31 H 5.31634 -1.13125 1.52126
32 H 3.67071 -0.88188 -0.31074
33 H -3.46680 2.35433 -1.76598
34 H -1.95424 -0.61378 -4.79172
35 H -1.19831 -2.94992 -5.35577
36 H 0.41924 -4.06631 -3.80746
37 H 1.25349 -2.83227 -1.85177
38 C -1.77329 -2.40017 2.04395
39 C -0.43854 -2.38592 1.36634
40 O -0.17154 -1.36261 0.70206
41 C 0.48250 -3.50821 1.49897
42 C 0.14146 -4.59465 2.31370
43 C 1.00633 -5.66772 2.43840
44 C 2.21191 -5.66927 1.74970
45 C 2.56074 -4.59544 0.93554
46 C 1.70163 -3.52184 0.81709
47 H -2.31151 -1.48913 1.79976
48 H -1.64342 -2.46681 3.12574
49 H -2.35669 -3.26759 1.73253
50 H -0.79392 -4.61088 2.85540
51 H 0.73881 -6.50311 3.07008
52 H 2.88413 -6.51154 1.84669
53 H 3.50073 -4.60435 0.39964
54 H 1.96568 -2.68282 0.19220
55 N 0.17326 3.63178 -2.19517
56 C 1.34105 3.24985 -1.72150
57 N 2.16900 4.14747 -1.20859
58 S 1.93831 1.60240 -1.79830
59 H -0.11596 4.59874 -2.15757
60 H -0.44360 2.98350 -2.66904
61 H 1.98464 5.13908 -1.24927
62 H 3.06318 3.84150 -0.86223